Formula: C34H68ClIN2O16P3S
Source: OMol25
Level of theory: the ωB97M-V functional and the def2-TZVPD basis

Positions of all 126 atoms, in Å:
C: 1.72178 0.97610 0.98353
P: 0.09860 0.24300 0.58714
O: -0.66604 1.33548 -0.36774
C: 0.54875 -1.20957 -0.55808
O: -0.62969 -1.51394 -1.23854
C: -1.18043 -2.87101 -1.33766
N: -1.92053 -2.85901 -2.57545
C: -2.20956 -3.19189 -0.22711
C: -2.16171 -2.41973 1.09875
C: -1.08572 -2.88497 2.06357
I: -1.72678 -2.74846 4.11687
C: -0.12115 -3.99088 -1.49411
O: 0.25064 -4.46781 -0.17089
C: 1.45208 -5.09798 -0.02464
Cl: 1.55567 -6.67683 -0.88014
C: 2.71551 -4.33496 -0.42212
O: 3.04420 -3.37230 0.60038
N: 4.42845 -3.37997 0.84329
O: 4.74936 -2.43226 1.44127
P: 1.52791 -5.51491 1.80908
S: 0.19475 -6.73989 2.48590
C: -0.75251 -5.18173 -2.31058
O: -1.48290 -5.93489 -1.66949
O: -0.38238 -5.21385 -3.49546
P: 1.77960 -0.77902 -1.83779
O: 1.75751 -1.56688 -3.07933
O: 3.23539 -0.80439 -1.16064
O: 1.50479 0.77772 -2.14360
H: 2.32211 1.28483 0.12655
H: 2.25848 0.21880 1.56417
H: 1.58017 1.83067 1.64176
H: -0.07403 2.05200 -0.63060
H: 0.93614 -1.95161 0.14377
H: -2.61328 -2.11927 -2.53701
H: -1.27753 -2.61073 -3.32488
H: -3.18405 -2.97213 -0.66580
H: -2.20155 -4.26448 -0.03872
H: -2.10439 -1.34922 0.90296
H: -3.12708 -2.58505 1.58032
H: -0.18851 -2.27178 2.05414
H: -0.83213 -3.92479 1.89945
H: 0.73722 -3.65911 -2.07679
H: 3.53231 -5.05581 -0.46521
H: 2.65478 -3.85625 -1.39848
H: 1.52414 -4.27909 2.46426
H: 2.83964 -6.00471 1.93575
H: 3.20617 -0.78743 -0.19602
H: 1.88642 0.97415 -3.00982
C: -2.60528 -2.49895 -7.75092
C: -1.08539 -2.65311 -7.79686
C: -0.63269 -1.52609 -6.87850
O: -1.66123 -1.36547 -5.90402
C: -2.82268 -2.09910 -6.29728
H: -3.14569 -3.40493 -8.02154
H: -2.92569 -1.69584 -8.42039
H: -0.79565 -3.61778 -7.37617
H: -0.66394 -2.57531 -8.79875
H: -0.52119 -0.58418 -7.43109
H: 0.30620 -1.74322 -6.36842
H: -2.90559 -2.98289 -5.65661
H: -3.70714 -1.47649 -6.15084
C: 1.71431 4.60704 5.27764
C: 2.08036 5.87358 4.50845
C: 2.30395 5.32536 3.10518
O: 1.43046 4.20505 2.96687
C: 0.89507 3.84328 4.24566
H: 1.16157 4.79557 6.19688
H: 2.61979 4.05675 5.53200
H: 1.24029 6.57267 4.51164
H: 2.95494 6.38844 4.90413
H: 3.33715 4.98348 2.97553
H: 2.07917 6.05075 2.32161
H: -0.16020 4.13198 4.27650
H: 0.95608 2.76140 4.36429
C: 6.72802 4.13134 8.09292
C: 6.64769 2.82564 7.30353
C: 5.17719 2.79602 6.90785
O: 4.77296 4.16082 6.76751
C: 5.77432 5.02283 7.30766
H: 7.73312 4.54514 8.15821
H: 6.35464 3.97938 9.10790
H: 7.27778 2.88636 6.41372
H: 6.94725 1.94763 7.87303
H: 4.56544 2.32746 7.68577
H: 4.99863 2.27358 5.96771
H: 6.29088 5.52308 6.48083
H: 5.29411 5.78307 7.92497
C: 1.71823 -6.57717 -5.13594
C: 1.76282 -7.65727 -6.21654
C: 2.65948 -7.01163 -7.26544
O: 3.57519 -6.17725 -6.55807
C: 3.13821 -6.03702 -5.19564
H: 1.44339 -6.94456 -4.15203
H: 1.00337 -5.80111 -5.39915
H: 2.23253 -8.56518 -5.82723
H: 0.78087 -7.92279 -6.60610
H: 2.07490 -6.38831 -7.95344
H: 3.22411 -7.73815 -7.85495
H: 3.81497 -6.61754 -4.55629
H: 3.20359 -4.98780 -4.90655
C: -4.52712 2.41722 1.67523
C: -3.96309 3.77425 2.09319
C: -3.14010 3.39455 3.31724
O: -2.67300 2.06602 3.09960
C: -3.35964 1.48688 1.98161
H: -4.83315 2.37193 0.63054
H: -5.39057 2.16354 2.29597
H: -3.31324 4.16735 1.30854
H: -4.72360 4.52293 2.30449
H: -3.75560 3.40646 4.22578
H: -2.28315 4.05301 3.47257
H: -2.66773 1.43317 1.13955
H: -3.67513 0.47500 2.23897
C: -7.30717 6.75461 -0.72667
C: -6.74463 8.12047 -0.33579
C: -5.92445 7.77084 0.90014
O: -5.45687 6.43694 0.70672
C: -6.13775 5.83597 -0.39601
H: -7.61351 6.68635 -1.76917
H: -8.16862 6.51113 -0.10102
H: -6.09379 8.49808 -1.12733
H: -7.50829 8.87082 -0.13626
H: -6.54120 7.80002 1.80552
H: -5.06810 8.43053 1.04507
H: -5.44243 5.75991 -1.23865
H: -6.44938 4.82936 -0.11526

Calculated values
total charge	-1
spin multiplicity	1

These are the Löwdin partial charges, in e, on atoms 1 to 99:
1 C -0.264
2 P 0.935
3 O -0.294
4 C -0.487
5 O -0.133
6 C -0.420
7 N 0.126
8 C -0.081
9 C -0.303
10 C -0.663
11 I 0.699
12 C -0.142
13 O -0.162
14 C -0.963
15 Cl 0.723
16 C -0.219
17 O -0.167
18 N -0.017
19 O 0.065
20 P 0.364
21 S 0.150
22 C -0.744
23 O -0.012
24 O -0.040
25 P 0.461
26 O -0.259
27 O -0.136
28 O -0.146
29 H 0.032
30 H 0.046
31 H 0.024
32 H 0.053
33 H 0.083
34 H 0.093
35 H 0.094
36 H 0.118
37 H 0.121
38 H 0.060
39 H 0.075
40 H -0.006
41 H -0.013
42 H 0.122
43 H 0.100
44 H 0.122
45 H -0.013
46 H -0.009
47 H 0.034
48 H 0.092
49 C -0.174
50 C -0.168
51 C -0.205
52 O -0.148
53 C -0.208
54 H 0.109
55 H 0.107
56 H 0.114
57 H 0.107
58 H 0.112
59 H 0.119
60 H 0.120
61 H 0.113
62 C -0.163
63 C -0.166
64 C -0.207
65 O -0.153
66 C -0.191
67 H 0.114
68 H 0.092
69 H 0.111
70 H 0.107
71 H 0.116
72 H 0.114
73 H 0.101
74 H 0.121
75 C -0.171
76 C -0.169
77 C -0.202
78 O -0.160
79 C -0.207
80 H 0.109
81 H 0.113
82 H 0.114
83 H 0.111
84 H 0.119
85 H 0.119
86 H 0.117
87 H 0.116
88 C -0.175
89 C -0.169
90 C -0.225
91 O -0.154
92 C -0.196
93 H 0.095
94 H 0.098
95 H 0.108
96 H 0.109
97 H 0.110
98 H 0.107
99 H 0.111



Formula: C34H70I2NO15
Source: OMol25
Level of theory: the ωB97M-V functional and the def2-TZVPD basis

Positions of all 122 atoms, in Å:
C: -2.94771 -4.17580 6.60899
C: -2.79492 -3.15481 5.37492
N: -1.47604 -3.29970 4.64282
C: -1.22771 -1.90295 4.07687
C: 0.09995 -1.26835 4.79079
C: 0.57221 0.09951 4.10225
O: -0.33468 0.95601 3.90998
O: 1.96350 0.30564 3.80617
C: 2.21566 0.57685 2.43761
C: 3.66900 0.13758 1.88154
O: 1.47001 1.15406 1.62506
C: -1.00143 -1.98569 2.47822
I: -2.34443 -0.65766 1.32068
C: -0.06567 -2.80142 1.80453
C: 0.05521 -2.85820 0.18523
I: 1.32422 -4.07921 2.86832
H: -2.16513 -5.00457 6.63561
H: -2.87439 -3.54742 7.57240
H: -4.01551 -4.61510 6.57520
H: -3.65734 -3.26560 4.62859
H: -2.84681 -2.06622 5.75292
H: -1.66906 -3.87581 3.80857
H: 0.93433 -2.02538 4.96158
H: -0.26993 -0.96199 5.84544
H: 3.69955 -0.93873 1.51398
H: 4.50646 0.38916 2.63828
H: 3.89447 0.80813 0.96845
H: 1.16648 -3.08092 -0.05177
H: -0.19884 -1.86857 -0.31247
H: -0.52845 -3.75799 -0.22568
C: 0.71315 -7.76659 -2.52961
O: -0.03840 -6.69155 -3.06936
C: 0.03034 -6.57571 -4.48315
C: -1.34586 -6.60011 -5.15607
O: -2.13695 -7.77507 -5.00510
C: -2.55449 -8.14335 -3.69229
C: -3.46209 -7.17043 -2.93291
O: -2.83240 -5.93137 -2.64535
C: -3.50013 -4.79348 -3.15786
H: 1.66034 -7.38858 -2.13639
H: 0.14505 -8.19319 -1.69892
H: 0.89746 -8.56246 -3.25578
H: 0.67608 -7.34220 -4.92585
H: 0.48627 -5.60185 -4.69422
H: -1.17066 -6.50282 -6.23338
H: -1.93259 -5.72357 -4.88866
H: -1.68984 -8.42901 -3.09447
H: -3.12333 -9.07068 -3.82226
H: -3.69997 -7.62933 -1.96557
H: -4.40615 -7.03528 -3.47098
H: -4.15600 -5.01556 -4.00356
H: -2.74326 -4.07987 -3.49706
H: -4.07865 -4.31557 -2.35453
C: 4.07919 3.52954 4.22878
O: 5.05956 4.51403 4.52429
C: 5.55205 4.47233 5.85524
C: 7.07548 4.32712 5.92800
O: 7.65545 3.15110 5.37205
C: 7.50342 2.91956 3.97370
C: 8.11815 3.93976 3.00948
O: 7.52397 5.22712 3.10316
C: 8.42423 6.27311 3.41111
H: 3.08489 3.98013 4.27506
H: 4.24792 3.18033 3.20645
H: 4.13186 2.66367 4.89332
H: 5.07336 3.68257 6.44426
H: 5.28693 5.43060 6.31604
H: 7.33896 4.30793 6.99130
H: 7.57676 5.20824 5.53245
H: 6.45573 2.73320 3.74051
H: 8.00610 1.96453 3.78530
H: 7.92745 3.58432 1.98968
H: 9.20419 3.97975 3.14361
H: 9.33524 5.93105 3.90827
H: 7.91617 6.97221 4.08220
H: 8.68514 6.81677 2.49126
C: -0.11800 3.97124 1.96206
O: -0.86648 5.05567 1.42426
C: -0.79202 5.17767 0.01301
C: -2.16611 5.15990 -0.66402
O: -2.95802 3.98633 -0.51916
C: -3.37806 3.61391 0.79283
C: -4.28605 4.58502 1.55468
O: -3.65756 5.82649 1.84938
C: -4.32615 6.96261 1.34074
H: 0.83000 4.34410 2.36005
H: -0.68883 3.54123 2.78819
H: 0.06559 3.17984 1.23378
H: -0.14735 4.41127 -0.43103
H: -0.33216 6.15167 -0.19241
H: -1.98813 5.26130 -1.74081
H: -2.75191 6.03678 -0.39456
H: -2.51441 3.32526 1.38984
H: -3.94724 2.68759 0.65950
H: -4.52478 4.12252 2.51959
H: -5.22961 4.72228 1.01568
H: -4.97918 6.74023 0.49314
H: -3.57065 7.67978 1.00513
H: -4.90926 7.43699 2.14409
C: -2.56908 1.83435 -4.01371
O: -3.18555 1.10605 -5.06658
C: -3.15961 1.75819 -6.32706
C: -2.51015 0.90943 -7.42481
O: -1.14340 0.54636 -7.25820
C: -0.80021 -0.27027 -6.14059
C: -1.41537 -1.67149 -6.06594
O: -2.82949 -1.64979 -5.92644
C: -3.53134 -2.33904 -6.94273
H: -3.33750 2.33151 -3.41687
H: -2.04522 1.12296 -3.37043
H: -1.83934 2.56456 -4.37253
H: -2.67094 2.73714 -6.27212
H: -4.20375 1.92939 -6.61289
H: -2.54508 1.50354 -8.34487
H: -3.10314 0.02338 -7.64250
H: -0.95785 0.28228 -5.21539
H: 0.28519 -0.40383 -6.20500
H: -1.02118 -2.15641 -5.16471
H: -1.09741 -2.27182 -6.92492
H: -2.96168 -2.45008 -7.86868
H: -4.43937 -1.77295 -7.17172
H: -3.83529 -3.32931 -6.57255

Calculated values
total charge	-1
spin multiplicity	1

These are the Löwdin partial charges, in e, on atoms 1 to 99:
1 C -0.139
2 C -0.301
3 N -0.133
4 C -0.399
5 C -0.141
6 C -0.330
7 O 0.040
8 O 0.035
9 C -0.388
10 C -0.002
11 O 0.052
12 C -0.667
13 I 0.663
14 C -0.749
15 C -0.218
16 I 0.756
17 H 0.059
18 H 0.058
19 H 0.056
20 H 0.102
21 H 0.101
22 H 0.055
23 H 0.039
24 H 0.112
25 H 0.083
26 H 0.080
27 H 0.090
28 H 0.044
29 H 0.019
30 H 0.074
31 C -0.108
32 O -0.194
33 C -0.185
34 C -0.175
35 O -0.123
36 C -0.174
37 C -0.186
38 O -0.192
39 C -0.105
40 H 0.087
41 H 0.086
42 H 0.085
43 H 0.117
44 H 0.123
45 H 0.125
46 H 0.095
47 H 0.098
48 H 0.125
49 H 0.126
50 H 0.119
51 H 0.082
52 H 0.082
53 H 0.095
54 C -0.099
55 O -0.196
56 C -0.186
57 C -0.175
58 O -0.120
59 C -0.172
60 C -0.184
61 O -0.192
62 C -0.121
63 H 0.089
64 H 0.082
65 H 0.090
66 H 0.121
67 H 0.124
68 H 0.126
69 H 0.094
70 H 0.098
71 H 0.127
72 H 0.125
73 H 0.118
74 H 0.085
75 H 0.085
76 H 0.087
77 C -0.095
78 O -0.200
79 C -0.190
80 C -0.179
81 O -0.128
82 C -0.170
83 C -0.179
84 O -0.193
85 C -0.127
86 H 0.081
87 H 0.085
88 H 0.073
89 H 0.121
90 H 0.120
91 H 0.121
92 H 0.093
93 H 0.102
94 H 0.118
95 H 0.127
96 H 0.117
97 H 0.084
98 H 0.083
99 H 0.085



no.,molecular weight (Da),E_HOMO (eV)
1,1048.26,-4.99
2,986.73,-2.44